The following is a quantum chemistry calculation of a cluster of 10 separate species, C32H64Br8O6 in total in a non-equilibrium geometry, from OMol25.

For the LUMO energy, the calculation gives 0.22 eV. The SMILES is C1CCOC1.C1CCOC1.C1CCOC1.C1CCOC1.C1CCOC1.C1CCOC1.BrCCBr.BrCCBr.BrCCBr.BrCCBr. Its electronic energy is -22301.10451 Eh. The calculation puts the orbital gap at 0.348 Eh. The spin multiplicity is 1. The HOMO energy comes out at -9.256 eV. The molecular weight comes out at 1184.09 g/mol. The value obtained for the largest force on an atom is 1.9 eV Å⁻¹.

CARTESIAN COORDINATES (ANGSTROEM)
C -2.2748 -2.7949 2.1193
C -1.2443 -2.5329 3.2324
C -1.9602 -3.0953 4.4726
O -3.1101 -3.8356 4.0122
C -2.9658 -4.0531 2.6206
H -1.7146 -2.8169 1.1851
H -3.0438 -2.0199 2.0638
H -0.8769 -1.5140 3.3327
H -0.3744 -3.1567 3.0098
H -2.4364 -2.2988 5.0511
H -1.3139 -3.7379 5.0717
H -3.9363 -4.1806 2.1359
H -2.4284 -4.9876 2.4078
C 0.5737 0.7326 0.6605
C 0.0428 1.5393 -0.5390
C -0.1241 0.5011 -1.6705
O 0.0207 -0.7755 -1.0847
C 0.8185 -0.6745 0.0947
H -0.1580 0.7358 1.4647
H 1.4515 1.1729 1.1429
H 0.5057 2.4741 -0.8431
H -0.9901 1.7807 -0.2666
H 0.6470 0.6686 -2.4329
H -1.0932 0.6062 -2.1530
H 1.8580 -0.8129 -0.2140
H 0.4596 -1.4350 0.7858
C -4.4127 -2.5957 -0.9227
C -3.8198 -1.2031 -0.9683
C -3.7459 -0.8911 -2.4739
O -4.1829 -2.0724 -3.1594
C -4.1228 -3.2110 -2.2716
H -5.4802 -2.5674 -0.7115
H -3.9289 -3.1659 -0.1237
H -2.9643 -1.0310 -0.3178
H -4.5861 -0.5676 -0.5070
H -2.7122 -0.6596 -2.7380
H -4.4613 -0.1214 -2.7513
H -3.1290 -3.6480 -2.4155
H -4.7757 -4.0345 -2.5678
C 4.0650 3.0626 -1.1230
C 3.8598 2.9497 0.3906
C 4.8487 3.9343 0.9579
O 4.9088 4.9963 0.0070
C 4.6638 4.4692 -1.3034
H 3.2147 2.9206 -1.7864
H 4.8631 2.3775 -1.4258
H 3.9551 1.9259 0.7544
H 2.8310 3.2673 0.5851
H 5.8399 3.4833 1.0750
H 4.5131 4.3455 1.9076
H 5.6163 4.4377 -1.8401
H 3.9877 5.1824 -1.7790
C -0.0965 1.9806 -5.1789
C 0.7678 3.2748 -5.1547
C -0.0204 4.2271 -4.2352
O -1.2425 3.5979 -3.9111
C -1.4871 2.5189 -4.8019
H 0.2398 1.3356 -4.3748
H -0.2148 1.5637 -6.1760
H 0.7388 3.6898 -6.1641
H 1.7812 3.0295 -4.8532
H -0.1643 5.2238 -4.6561
H 0.5831 4.3677 -3.3306
H -2.1337 2.6625 -5.6753
H -2.0213 1.8196 -4.1473
C -0.7046 -6.5341 -1.6244
C 0.3932 -5.4919 -1.7767
C -0.4357 -4.2215 -1.7392
O -1.4547 -4.5154 -0.7569
C -1.4879 -5.9149 -0.4718
H -0.3431 -7.5348 -1.3891
H -1.3909 -6.5520 -2.4756
H 1.0148 -5.6264 -2.6620
H 1.0282 -5.6244 -0.8969
H -0.9468 -3.9907 -2.6781
H 0.0902 -3.3299 -1.3978
H -2.4874 -6.3304 -0.3447
H -0.9496 -6.0568 0.4758
Br -0.8265 1.5863 4.0921
C -2.6828 0.9616 4.5261
C -3.5685 2.1479 4.8490
Br -5.3380 1.5164 5.4176
H -2.5856 0.2766 5.3569
H -3.0199 0.5690 3.5746
H -3.7396 2.7353 3.9529
H -3.1524 2.8130 5.5997
Br 4.2999 -2.7491 -0.6292
C 4.2389 -1.1003 -1.6999
C 3.5660 -1.4134 -3.0209
Br 3.3813 0.2544 -4.0520
H 5.2796 -0.8026 -1.8181
H 3.7822 -0.2225 -1.2445
H 2.5608 -1.7618 -2.8020
H 4.1150 -2.0979 -3.6533
Br 2.1842 -1.7301 3.8840
C 2.8316 0.1253 4.0514
C 4.3036 0.1234 4.3800
Br 4.9770 1.9606 4.5585
H 2.1971 0.7358 4.6855
H 2.7688 0.5624 3.0531
H 4.8534 -0.3689 3.5856
H 4.5558 -0.2809 5.3538
Br -2.8459 4.6514 2.4788
C -1.2069 5.6879 2.5354
C -0.1342 4.7665 1.9783
Br 1.6428 5.4552 2.3622
H -1.0021 5.9267 3.5740
H -1.2674 6.6068 1.9608
H -0.2363 4.6329 0.9048
H -0.1653 3.7915 2.4509

Atoms 1-6, force components in eV/Å:
C 0.65 0.54 0.18
C -0.38 -0.81 0.06
C -0.77 0.50 -0.18
O 0.29 -0.26 -0.24
C 0.01 -0.19 -0.73
H -0.53 -0.43 -0.30